18
Properties=species:S:1:pos:R:3 method="wB97M-V/def2-TZVPD" homo_energy_ha=-0.3422 lumo_energy_ev=0.26 orbital_gap_ev=9.568
C 1.484 0.596 -0.204
C 1.865 -0.527 0.218
C 0.035 0.891 -0.360
C -0.766 -0.433 -0.227
C -2.124 -0.497 0.557
O 0.083 -1.291 0.373
O 2.365 1.543 -0.671
O 2.720 -1.394 0.729
O -0.324 1.876 0.643
O -1.008 -0.687 -1.621
H 0.002 1.169 -1.427
H -2.539 -1.405 0.388
H -2.878 0.145 0.102
H -1.956 -0.387 1.679
H 3.255 1.406 -0.377
H 2.303 -1.543 1.629
H -1.230 2.188 0.375
H -1.286 -1.653 -1.805